Entry 1:
# C25H40Cl4N3O3SiTi

C25H40Cl4N3O3SiTi as an isolated structure (ωB97M-V/def2-TZVPD, the Open Molecules 2025 dataset).

```
77
Properties=species:S:1:pos:R:3
Ti -0.172 0.145 0.690
Cl 1.528 -5.725 -1.611
Cl 1.631 0.482 2.044
Cl 0.227 -2.004 0.125
Cl -0.624 4.118 5.207
Si 0.683 -6.484 0.166
O -1.951 0.338 -0.262
O -1.256 -0.399 2.357
O 0.593 1.121 -0.684
N -1.387 -1.588 4.292
N -0.801 2.325 1.700
N -1.950 0.574 -2.526
C -0.532 2.627 2.979
C 1.311 6.046 -1.229
C -1.343 -0.737 -2.796
C -0.926 3.854 3.554
C 2.523 5.469 -0.831
C 1.774 1.756 -1.189
C -0.733 -1.184 3.214
C 1.888 1.810 -3.689
C -1.608 4.795 2.787
C -2.752 -1.147 4.560
C -1.169 -6.536 -0.180
C 1.128 -8.228 0.733
C 1.570 3.266 -1.164
C 0.373 3.844 -1.587
C 0.227 5.231 -1.590
C -2.330 0.937 -1.321
C 2.245 1.323 -5.061
C 2.534 -0.282 -2.456
C -0.793 -2.532 5.233
C -1.877 4.479 1.461
C 2.092 1.151 -2.535
C 1.416 -5.223 1.354
C -2.160 1.424 -3.693
C 2.626 4.079 -0.758
C -1.487 3.215 0.976
H 1.443 2.805 -3.663
H 3.388 6.105 -0.610
H 2.502 -5.401 1.417
H -2.793 -0.686 5.548
H 0.751 -9.004 0.054
H 0.682 -8.436 1.718
H 3.081 1.893 -5.507
H -1.766 -6.624 0.737
H -1.798 2.951 -0.033
H -3.424 -2.008 4.556
H -1.925 -1.207 -3.594
H 1.851 -0.842 -1.817
H -1.478 -5.627 -0.711
H 3.550 3.615 -0.438
H -2.381 5.157 0.786
H -1.366 -3.465 5.265
H -1.351 -1.363 -1.903
H 0.004 1.937 3.601
H -3.059 -0.430 3.797
H -0.714 5.685 -1.924
H -3.022 1.793 -1.257
H -0.430 3.210 -1.948
H 3.531 -0.372 -2.017
H 2.564 -0.756 -3.437
H -0.777 -2.111 6.243
H 2.529 0.259 -5.088
H 1.391 1.454 -5.749
H 1.263 -4.212 0.952
H -1.939 5.726 3.226
H -1.397 -7.404 -0.819
H -2.800 2.271 -3.416
H 0.231 -2.758 4.927
H 2.604 1.490 -0.521
H 2.207 -8.375 0.845
H -1.202 1.805 -4.079
H 0.991 -5.262 2.365
H 1.207 7.133 -1.257
H 0.293 -1.537 3.098
H -0.309 -0.598 -3.136
H -2.650 0.846 -4.481
```

Values from the calculation:
gap between HOMO and LUMO (alpha / beta) = 2.5 / 6.8 eV
charge = -1
E = -118276.81346 eV
multiplicity = 3

Entry 2:
# C25H40EuNOP

C25H40EuNOP as an isolated structure (ωB97M-V/def2-TZVPD, the Open Molecules 2025 dataset).

```
69
Properties=species:S:1:pos:R:3
Eu -0.105 -1.134 -0.680
P 2.866 -1.249 -1.202
O -0.553 0.297 1.198
N -1.281 -1.851 -2.511
C -0.958 -0.246 3.463
C -0.164 1.259 5.174
C -1.587 -1.577 3.066
C -0.151 2.291 -3.278
C -0.133 3.005 0.488
C -2.077 -3.135 -2.644
C -0.243 1.086 -2.562
C -0.651 0.014 4.790
C -0.620 0.708 2.437
C 2.266 2.223 -3.190
C 3.455 0.333 -1.956
C 2.923 -2.287 -2.710
C -1.693 0.695 -2.292
C -3.088 -1.604 3.376
C -0.302 2.051 2.881
C -0.885 -2.755 3.727
C 0.955 0.479 -2.189
C -0.710 -1.570 -3.851
C -1.227 4.342 2.315
C 1.081 2.846 -3.596
C -0.174 3.279 1.985
C -0.035 2.268 4.227
C 2.205 1.013 -2.478
C -2.198 -0.760 -2.118
C 4.334 -1.823 -0.304
H 0.710 2.354 0.237
H 4.465 -1.202 0.592
H 0.334 -2.818 0.919
H 3.954 -2.301 -3.089
H -1.092 2.743 -3.596
H 2.259 -1.901 -3.494
H -0.777 -0.783 5.528
H -1.175 4.655 3.362
H 1.161 -2.575 0.723
H -3.028 -3.048 -2.106
H -2.247 -3.330 -3.730
H -2.421 -0.961 -1.051
H 3.234 2.675 -3.395
H -1.540 -3.992 -2.216
H -2.236 3.962 2.123
H 0.006 3.950 -0.050
H -1.133 -2.253 -4.607
H 4.146 -2.860 0.004
H 0.304 3.260 4.537
H -1.993 1.201 -1.355
H -3.526 -2.539 3.011
H 1.110 3.788 -4.149
H -1.277 -3.685 3.305
H -0.956 -0.537 -4.116
H -3.600 -0.766 2.889
H 2.608 -3.304 -2.438
H -3.131 -0.966 -2.717
H -1.070 2.554 0.143
H -3.266 -1.534 4.457
H -1.077 5.232 1.696
H 4.218 0.135 -2.727
H -2.314 1.137 -3.094
H 3.911 0.946 -1.161
H 5.232 -1.775 -0.933
H 0.192 -2.712 3.540
H -1.472 -1.665 1.976
H 0.801 3.713 2.260
H 0.377 -1.673 -3.865
H 0.110 1.442 6.209
H -1.052 -2.764 4.810
```

Values from the calculation:
gap between HOMO and LUMO (alpha / beta) = 6.3 / 6.3 eV
E = -58726.13532 eV
multiplicity = 8

Entry 3:
# C25H40N6S

An isolated molecule of C25H40N6S (ωB97M-V/def2-TZVPD, the Open Molecules 2025 dataset).

```
72
Properties=species:S:1:pos:R:3
S 1.978 1.590 -0.948
N 3.373 -0.521 -1.442
N 5.750 -0.968 0.649
N -4.423 -0.811 -0.961
N 1.110 -0.935 -1.285
N -8.277 -0.422 1.227
N -6.467 0.212 -0.876
C 3.819 -1.884 -1.274
C -5.104 0.316 -0.869
C 5.454 3.995 0.197
C -8.692 -0.736 2.576
C 6.768 -1.995 0.818
C -2.386 2.976 -0.904
C -2.381 -1.987 -1.144
C -7.662 0.890 1.140
C -3.086 1.654 -0.920
C -1.019 -1.999 -1.219
C -2.342 0.441 -1.016
C -4.447 1.579 -0.851
C 7.867 -1.868 -0.232
C 3.748 -2.366 0.183
C -0.942 0.404 -1.095
C 5.577 1.493 0.432
C 6.154 0.315 1.216
C -7.353 1.209 -0.326
C -7.382 -1.431 0.685
C 4.444 -1.383 1.132
C 6.041 2.835 0.992
C -0.279 -0.798 -1.195
C 2.121 -0.038 -1.225
C -3.083 -0.768 -1.040
C -7.062 -1.104 -0.774
H 5.729 2.915 2.036
H -6.436 -1.485 1.254
H 4.486 1.474 0.460
H -2.950 -2.903 -1.163
H 8.585 -2.676 -0.117
H 3.250 -2.558 -1.925
H 4.502 -1.836 2.138
H -8.361 1.629 1.539
H 5.897 1.409 -0.610
H 8.397 -0.923 -0.138
H -7.879 -2.402 0.745
H -7.986 -1.105 -1.358
H 7.438 -1.919 -1.229
H -1.694 3.030 -0.065
H 7.211 -1.961 1.828
H -7.850 -0.774 3.284
H 5.859 0.392 2.276
H 4.860 -1.907 -1.597
H 4.368 3.937 0.190
H -6.357 -1.829 -1.179
H -0.490 -2.941 -1.300
H 2.710 -2.464 0.506
H 3.821 -0.490 1.214
H -9.191 -1.704 2.577
H 4.207 -3.355 0.238
H 1.397 -1.891 -1.448
H 7.243 0.380 1.177
H -8.286 1.178 -0.897
H -6.724 0.942 1.726
H -0.385 1.323 -1.079
H 5.749 4.947 0.630
H 5.801 3.964 -0.834
H -1.809 3.110 -1.818
H 7.133 2.887 0.968
H -9.398 0.021 2.916
H -5.020 2.491 -0.796
H -3.102 3.790 -0.821
H 6.294 -2.971 0.702
H -6.929 2.208 -0.409
H 4.090 0.172 -1.274
```

Values from the calculation:
gap between HOMO and LUMO = 7.9 eV
energy above the lowest of the compared OMol25 structures with the same formula, charge and spin = 0.1 kcal per mole
E = -46351.19230 eV
SMILES = CCCCN(CC)CCCNC(=S)Nc1ccc2nc(N3CCN(C)CC3)cc(C)c2c1

Entry 4:
# C25H41BrKN4OS5

C25H41BrKN4OS5 as an isolated structure (ωB97M-V/def2-TZVPD, the Open Molecules 2025 dataset).

```
78
Properties=species:S:1:pos:R:3
Br -4.628 5.124 -3.049
K 0.798 0.338 -0.012
S 0.524 -2.812 2.157
S 0.692 -3.117 -1.321
S -2.237 -1.528 -1.102
S -2.025 -0.606 2.119
S 0.209 -0.099 -3.356
O 0.468 0.853 -2.221
N 2.949 1.920 -0.400
N -0.660 2.599 0.803
N 3.091 -1.096 0.528
N 0.917 1.170 2.610
C 1.381 0.318 -4.640
C -2.122 -3.221 -1.746
C -2.639 5.193 -1.021
C 0.576 2.439 2.862
C 0.588 -4.422 -0.066
C -1.253 0.496 -4.190
C -2.309 2.443 -0.926
C -0.748 -3.512 -2.348
C -3.615 -1.721 0.064
C 1.879 2.490 4.864
C 2.226 1.175 4.617
C 4.772 0.244 -0.695
C -1.572 3.252 -0.068
C 1.030 3.131 3.974
C -3.569 -0.673 1.177
C -3.390 4.367 -1.841
C -1.730 4.633 -0.135
C -3.231 2.991 -1.802
C -0.724 -2.629 3.457
C -2.107 -2.190 2.990
C 3.736 1.142 -1.376
C 4.260 -1.152 -0.365
C 1.717 0.561 3.479
C -0.360 3.108 1.921
C -0.270 -4.085 1.150
H -1.123 1.560 -4.397
H -4.563 -1.641 -0.467
H 1.613 -4.636 0.239
H 1.226 -0.341 -5.495
H 5.120 0.731 0.223
H -2.760 -2.088 3.857
H -2.143 1.372 -0.900
H 3.383 -0.757 1.439
H 1.249 1.364 -4.916
H -3.817 2.359 -2.456
H -0.691 -4.566 -2.621
H -0.794 4.049 2.271
H 4.240 1.789 -2.100
H 3.539 2.621 0.033
H 5.646 0.140 -1.340
H -0.805 -3.573 3.998
H -3.687 0.331 0.766
H 5.081 -1.745 0.048
H -1.244 -3.717 0.833
H 3.946 -1.645 -1.288
H 1.959 -0.476 3.261
H -0.600 -2.934 -3.259
H -2.542 -2.942 2.333
H -2.757 6.267 -1.078
H 2.871 0.628 5.292
H 2.722 -2.028 0.681
H -3.554 -2.729 0.479
H -2.329 -3.905 -0.923
H 0.720 4.156 4.140
H -0.407 -4.977 1.764
H -0.302 -1.895 4.146
H 2.218 2.426 -0.893
H -2.091 0.331 -3.513
H -2.887 -3.380 -2.507
H 0.206 -5.321 -0.553
H -1.126 5.286 0.483
H -1.396 -0.073 -5.110
H 3.032 0.516 -1.931
H -4.404 -0.839 1.859
H 2.253 3.007 5.738
H 2.374 0.156 -4.225
```

Values from the calculation:
gap between HOMO and LUMO = 8.0 eV
charge = +1
energy above the lowest of the compared OMol25 structures with the same formula, charge and spin = 10.5 kcal per mole
E = -175138.71010 eV